1.
C29H27N8O2S3Zr as an isolated structure. Source: the Open Molecules 2025 dataset; level of theory: ωB97M-V with the def2-TZVPD basis set.

XYZ file:
```
70
Properties=species:S:1:pos:R:3:forces:R:3:lowdin_charge:R:1
Zr 0.146 -0.127 -0.136 -0.3546 0.3049 0.1689 1.6625
C -4.022 -2.416 -3.145 0.0021 -0.0074 0.0233 -0.4279
S -2.446 -3.275 -3.270 -0.0154 -0.0127 -0.0553 0.8956
C -1.395 -2.369 -2.223 0.0340 0.0327 0.0951 -1.0592
S -1.987 -1.055 -1.276 -0.1497 0.0740 -0.3386 0.6564
N -0.172 -2.817 -2.249 -0.0124 -0.0696 0.0150 -0.0872
N 0.686 -2.134 -1.439 -0.1412 0.1504 0.1218 -0.1215
C 1.912 -2.471 -1.565 0.0819 -0.0068 -0.0193 -0.0648
C 2.923 -1.748 -0.810 -0.0683 -0.0076 -0.0082 -0.2424
C 4.252 -2.140 -0.839 0.0495 -0.0355 -0.0230 0.0153
C 5.184 -1.413 -0.122 0.0093 0.0139 0.0124 -0.0164
C 4.755 -0.306 0.594 0.0421 -0.0285 -0.0184 -0.0150
C 3.414 0.021 0.569 -0.0291 0.0165 -0.0489 -0.1208
N 2.500 -0.680 -0.110 0.0895 0.0507 0.1116 0.0251
H -4.655 -2.884 -3.897 -0.0044 -0.0100 0.0108 0.0380
H -4.469 -2.547 -2.163 -0.0010 0.0178 -0.0021 0.0319
H -3.911 -1.360 -3.375 0.0001 0.0031 -0.0088 0.0262
H 2.194 -3.260 -2.255 -0.0013 -0.0058 -0.0006 0.1423
H 4.538 -3.007 -1.419 -0.0017 0.0066 0.0041 0.1264
H 6.227 -1.700 -0.126 -0.0055 0.0013 0.0003 0.1223
H 5.444 0.303 1.162 -0.0016 -0.0004 -0.0037 0.1196
H 3.055 0.887 1.106 -0.0066 -0.0018 0.0044 0.0961
O 0.674 0.570 -1.943 0.1654 -0.2842 0.0320 -0.2710
C 1.799 1.117 -2.387 -0.0444 0.0350 0.0819 -0.3268
C 2.346 0.703 -3.605 -0.0157 -0.0430 -0.0521 0.0025
C 3.519 1.265 -4.062 0.0191 0.0232 0.0115 -0.0544
C 4.164 2.279 -3.345 -0.0087 -0.0149 -0.0091 -0.0750
C 3.611 2.725 -2.168 0.0144 0.0157 -0.0055 -0.0308
C 2.444 2.137 -1.657 -0.0286 0.0210 0.0232 -0.1627
C 1.790 2.689 -0.497 0.0133 0.0385 -0.0105 -0.0461
N 0.921 2.041 0.193 0.0276 -0.0510 -0.0256 -0.0951
N 0.157 2.835 1.064 0.0069 -0.0058 0.0153 0.0417
C -1.044 2.329 1.123 0.0179 -0.0222 -0.0863 -0.4246
O -1.357 1.232 0.497 0.0212 -0.0363 0.0542 -0.2783
C -2.087 3.002 1.925 0.0068 -0.0242 0.0249 -0.1479
C -1.783 4.123 2.696 0.0152 0.0027 -0.0028 -0.0280
C -2.769 4.728 3.455 -0.0053 -0.0030 -0.0021 -0.0675
C -4.065 4.225 3.443 0.0060 -0.0031 -0.0051 -0.0683
C -4.374 3.117 2.666 -0.0028 0.0015 0.0013 -0.0641
C -3.387 2.505 1.909 -0.0074 0.0073 0.0064 -0.0205
H 1.824 -0.059 -4.169 0.0097 0.0054 0.0052 0.1254
H 3.939 0.927 -5.001 -0.0058 -0.0004 0.0039 0.1125
H 5.072 2.723 -3.728 -0.0063 -0.0010 0.0045 0.1073
H 4.074 3.536 -1.618 -0.0066 -0.0050 -0.0011 0.1190
H 1.959 3.735 -0.242 0.0005 0.0050 0.0042 0.1462
H -0.776 4.518 2.685 -0.0066 0.0021 0.0029 0.1086
H -2.532 5.597 4.053 -0.0004 -0.0036 -0.0030 0.1082
H -4.835 4.702 4.033 0.0044 0.0009 -0.0012 0.1093
H -5.385 2.734 2.646 0.0052 0.0029 0.0004 0.1091
H -3.624 1.654 1.285 -0.0005 0.0013 0.0024 0.1110
N 1.524 1.609 3.232 0.0458 0.0234 0.0110 0.1400
C 1.602 0.282 3.111 -0.0303 -0.0746 0.0644 -0.6826
N 0.970 -0.453 2.221 0.1828 0.0786 -0.1304 -0.0298
C 1.296 -1.811 2.407 0.1315 -0.0988 -0.1410 -0.3322
C 0.810 -2.883 1.663 0.0584 -0.0369 0.0692 -0.0648
C 1.292 -4.159 1.912 -0.0480 -0.0198 -0.0472 -0.0575
C 2.243 -4.392 2.900 0.0280 0.0280 0.0363 -0.0687
C 2.725 -3.341 3.663 -0.0127 -0.0382 -0.0064 -0.0726
C 2.245 -2.069 3.398 -0.0629 0.0975 0.1025 -0.4648
S 2.665 -0.581 4.198 0.0070 0.0309 0.0108 1.1247
H 0.940 2.176 2.615 -0.0326 0.0063 -0.0184 0.0626
H 2.038 2.070 3.961 -0.0060 -0.0063 0.0107 0.1091
H 0.053 -2.745 0.906 0.0114 -0.0446 -0.0227 0.0689
H 0.909 -4.986 1.328 0.0085 0.0029 0.0109 0.1157
H 2.599 -5.396 3.083 -0.0023 0.0068 -0.0017 0.1122
H 3.455 -3.507 4.444 -0.0061 -0.0052 -0.0083 0.1161
N -1.633 -1.163 1.635 0.0450 -0.0702 -0.0824 -0.0313
H -2.360 -0.493 1.410 -0.0445 -0.0098 0.0380 0.0065
H -1.415 -1.052 2.620 0.0277 -0.0244 0.0012 0.0585
H -2.031 -2.086 1.502 -0.0106 0.0036 -0.0067 0.0476
```
Positions in Å, forces in eV/Å.

The value obtained for the LUMO energy is -3.6 eV. The largest force on an atom is 0.50 eV Å⁻¹. Its HOMO-LUMO gap is 7.0909 eV. The net charge is +1.

2.
C23H27N3NiO3SSi as an isolated structure. Source: the Open Molecules 2025 dataset; level of theory: ωB97M-V with the def2-TZVPD basis set.

XYZ file:
```
59
Properties=species:S:1:pos:R:3:forces:R:3:lowdin_charge:R:1
Ni -0.071 0.945 0.583 0.0447 -0.2635 -0.1710 0.6846
C -1.532 -1.350 3.294 -0.0127 -0.0007 -0.0179 -0.0128
C -0.860 -0.026 3.095 -0.0231 0.0193 0.0182 -0.2664
C 0.487 0.166 3.407 0.0278 -0.0398 0.0029 -0.0473
C 1.122 1.376 3.154 0.0035 0.0353 0.0103 -0.0746
C 0.419 2.433 2.581 0.1107 -0.0255 -0.0486 -0.0935
C -0.934 2.265 2.282 -0.1312 0.1475 -0.0271 -0.1186
C -1.566 1.047 2.538 -0.0189 -0.0490 -0.0423 -0.0626
H -0.863 -2.073 3.757 0.0073 0.0017 -0.0095 0.0873
H -1.855 -1.747 2.329 -0.0065 -0.0140 0.0119 0.0880
H -2.419 -1.246 3.919 0.0014 0.0086 0.0038 0.0928
H 1.047 -0.658 3.832 0.0085 0.0081 -0.0021 0.1207
H 2.172 1.494 3.391 -0.0040 -0.0081 0.0015 0.1139
H 0.914 3.366 2.350 -0.0028 0.0078 0.0341 0.1196
H -1.481 3.061 1.795 -0.0372 0.0316 0.0949 0.1159
H -2.603 0.918 2.257 -0.0014 -0.0031 0.0555 0.1191
C 3.619 0.570 -0.157 0.0324 0.0119 0.0240 -0.0264
C 2.670 1.192 -1.135 -0.0854 0.0377 -0.0306 -0.3157
C 3.075 1.582 -2.394 0.0210 -0.0180 0.0441 -0.0505
C 2.125 2.123 -3.266 0.0088 0.0253 -0.0687 -0.0619
C 0.822 2.295 -2.878 -0.0290 0.0133 0.0221 -0.0198
C 0.455 1.911 -1.570 0.0812 0.0399 0.0764 -0.4139
N 1.393 1.348 -0.751 0.1501 0.0233 -0.0236 0.0814
N -0.732 2.014 -0.953 -0.0372 0.0721 -0.1418 -0.0759
Si -2.282 1.945 -1.743 0.0063 -0.1151 0.0637 0.3974
C -3.538 1.620 -0.395 -0.0485 0.0430 -0.0254 -0.1704
C -2.341 0.543 -2.975 -0.0581 0.0323 -0.0421 -0.1537
C -2.685 3.572 -2.581 0.0085 0.0786 -0.0082 -0.1757
H 4.639 0.898 -0.348 -0.0071 -0.0063 -0.0016 0.0823
H 3.594 -0.518 -0.240 -0.0074 -0.0159 -0.0033 0.0742
H 3.347 0.839 0.864 -0.0020 -0.0041 0.0033 0.0659
H 4.106 1.463 -2.695 -0.0020 -0.0062 0.0108 0.1062
H 2.426 2.421 -4.263 0.0028 -0.0033 0.0097 0.1104
H 0.088 2.730 -3.542 -0.0083 -0.0091 0.0176 0.0951
H -3.368 0.636 0.048 0.0126 0.0052 -0.0203 0.0220
H -4.548 1.625 -0.814 0.0140 -0.0133 0.0188 0.0360
H -3.511 2.381 0.392 0.0115 -0.0091 -0.0118 0.0223
H -2.171 -0.414 -2.476 -0.0021 0.0101 0.0246 0.0230
H -1.596 0.645 -3.768 0.0084 0.0244 0.0166 0.0272
H -3.324 0.505 -3.452 0.0201 -0.0239 -0.0087 0.0349
H -2.608 4.401 -1.873 -0.0068 -0.0133 -0.0068 0.0281
H -3.701 3.567 -2.983 0.0128 -0.0249 0.0108 0.0301
H -2.008 3.788 -3.411 -0.0092 -0.0126 0.0105 0.0165
O -0.734 -4.723 -2.169 0.0321 0.0043 -0.0244 -0.2937
S -0.956 -4.303 -0.817 -0.0807 -0.0771 -0.0110 0.6252
O -1.772 -5.128 0.031 0.0045 0.0516 -0.0263 -0.2988
N -1.465 -2.752 -0.765 0.0143 0.0446 -0.0542 -0.0049
C -0.597 -1.979 -0.175 -0.1279 -0.0086 0.3149 -0.4864
O -0.822 -0.748 0.053 0.0485 -0.0652 0.0084 -0.0830
C 0.646 -2.674 0.316 -0.0012 -0.0176 -0.0945 -0.1252
C 1.729 -2.174 1.013 0.0597 0.0366 -0.0005 -0.0343
C 2.751 -3.049 1.367 0.0127 0.0369 0.0183 -0.0705
C 2.686 -4.397 1.032 -0.0063 -0.0165 -0.0097 -0.0646
C 1.592 -4.904 0.339 0.0225 0.0552 0.0240 -0.0230
C 0.593 -4.016 0.000 0.0243 -0.0465 -0.0065 -0.2111
H 1.797 -1.125 1.271 -0.0458 0.0156 -0.0165 0.0784
H 3.612 -2.674 1.906 -0.0046 -0.0120 -0.0017 0.1057
H 3.495 -5.057 1.318 -0.0051 -0.0016 -0.0037 0.1065
H 1.523 -5.951 0.076 -0.0007 0.0021 0.0091 0.1248
```
Positions in Å, forces in eV/Å.

The value obtained for the LUMO energy (spin up / spin down) is 0.1 / -0.6 eV. The largest force on an atom is 0.34 eV Å⁻¹. Its HOMO-LUMO gap (spin up / spin down) is 8.0786 / 7.3526 eV. Its multiplicity is 3. The calculation puts the energy relative to the best compared isomer or geometry (same formula, charge and spin) at 5.26 kcal per mole.